(1)
Below is the molecule C7H18O6P2Si, with properties calculated with ωB97M-V with the def2-TZVPD basis set.

Last column: Mulliken charge in e.
CARTESIAN COORDINATES (ANGSTROEM)
C 3.92174 -0.06307 0.38147  -0.999
C 3.40710 0.12087 -1.01690  0.732
O 3.23884 -0.82732 -1.77240  -0.525
O 3.15688 1.40454 -1.42248  -0.402
C 1.89884 1.90357 -0.93357  -0.408
C 0.79060 1.68473 -1.94103  -0.825
C -0.52447 1.25267 -1.28934  -0.504
C -0.49319 -0.24111 -0.95058  -0.276
Si -1.96253 -0.83248 0.05154  0.089
P -1.97488 -0.06937 2.16917  0.288
C -1.45483 1.69274 2.12578  -0.996
O -3.56045 0.12251 2.63468  -0.506
P -1.71554 -3.08443 0.21192  0.816
O -0.78682 -3.49316 -0.85189  -0.655
O -3.11346 -3.85658 0.19450  -0.517
O -1.13512 -3.42575 1.66599  -0.500
H 4.99502 -0.19397 0.34517  0.336
H 3.70638 0.77312 1.03363  0.337
H 3.46698 -0.95803 0.77823  0.316
H 2.06490 2.95458 -0.73836  0.399
H 1.67350 1.43339 0.02133  0.195
H 1.10733 0.86410 -2.57542  0.376
H 0.65868 2.54042 -2.59001  0.365
H -1.32464 1.44170 -1.99452  0.456
H -0.72529 1.86399 -0.41618  0.078
H 0.45445 -0.51698 -0.49980  0.128
H -0.52961 -0.78991 -1.88615  0.400
H -3.25690 -0.52123 -0.61435  -0.170
H -1.70230 2.13334 3.08026  0.385
H -1.99014 2.24117 1.36058  0.285
H -0.38817 1.70388 1.95613  0.285
H -4.07661 -0.65158 2.40776  0.301
H -3.48762 -3.70921 -0.67722  0.358
H -0.33868 -2.89714 1.75208  0.356

Atoms 1-3, force components in eV/Å:
C -0.321 0.192 -0.030
C -0.407 -1.690 -1.519
O 0.366 1.795 1.212

Its LUMO energy is 0.23 eV. As for the HOMO-LUMO gap: 0.31561 Ha. For the largest force on an atom, the calculation gives 2.31 eV Å⁻¹.

(2)
Below is a structure of composition C7H19AsNPTl, with properties calculated with ωB97M-V with the def2-TZVPD basis set.

Last column: Mulliken charge in e.
CARTESIAN COORDINATES (ANGSTROEM)
Tl 0.33439 -0.29753 0.05448  0.592
C -1.89935 -3.84784 0.71702  -1.175
P -2.02074 -2.17283 -0.00077  0.474
C -3.30042 -1.40536 1.05973  -1.162
C -2.95011 -2.49092 -1.53930  -1.143
H -2.89377 -4.29115 0.78962  0.360
H -1.45796 -3.79728 1.71216  0.360
H -1.26968 -4.48365 0.09521  0.358
H -4.19987 -2.02397 1.07523  0.406
H -3.55522 -0.41456 0.68634  0.286
H -2.92572 -1.30428 2.07890  0.367
H -3.85004 -3.06778 -1.32003  0.466
H -2.33401 -3.04958 -2.24480  0.358
H -3.23372 -1.54428 -1.99979  0.256
C -1.75753 0.17934 -4.40023  -1.161
As -0.49284 0.17124 -2.91980  0.234
C 0.60256 1.69131 -3.46391  -1.096
C 0.66502 -1.28009 -3.53753  -1.070
H -1.20078 0.18130 -5.33630  0.391
H -2.37948 1.07086 -4.34594  0.372
H -2.39778 -0.70023 -4.36204  0.358
H 0.91490 1.56870 -4.50032  0.382
H 1.48644 1.77057 -2.83199  0.340
H 0.02661 2.61092 -3.37088  0.353
H 1.06264 -1.05793 -4.52705  0.389
H 0.08722 -2.20319 -3.58763  0.321
H 1.49802 -1.43039 -2.85088  0.362
N -2.19084 2.72628 0.34034  -0.014
C -1.63625 1.71330 0.33227  -0.288
H -2.67751 3.60120 0.35214  0.321

Atoms 1-3, force components in eV/Å:
Tl -0.074 -0.078 -0.052
C 0.029 0.077 -0.007
P -0.096 0.096 0.116

Its LUMO energy is -3.04 eV. As for the HOMO-LUMO gap: 0.32516 Ha. For the largest force on an atom, the calculation gives 0.29 eV Å⁻¹. The total charge is +1.

(3)
Below is a cluster of 2 separate species, C7H19BNO3 in total, with properties calculated with ωB97M-V with the def2-TZVPD basis set.

Last column: Mulliken charge in e.
CARTESIAN COORDINATES (ANGSTROEM)
C 2.16254 -1.61496 -1.37382  -0.811
B 2.93317 -0.67188 -0.30659  0.480
O 2.98993 0.73504 -0.49589  -0.573
C 1.76720 1.39409 -0.12838  -0.167
C 0.99197 1.94226 -1.38393  -0.845
N 0.16042 0.91682 -2.03278  -0.153
C -1.24504 0.94688 -1.57112  -0.888
C -1.63078 -0.25406 -0.63822  0.950
C -2.17936 0.27307 0.73650  -1.302
O -2.68284 -1.01304 -1.25875  -0.584
H 2.67779 -2.58740 -1.51627  0.336
H 2.10015 -1.03671 -2.31885  0.222
H 1.13870 -1.81863 -0.99794  0.192
H 3.46409 -1.23181 0.60411  -0.103
H 2.04470 2.27784 0.48822  0.294
H 1.12983 0.72593 0.49528  0.203
H 0.44605 2.87806 -1.11725  0.333
H 1.77552 2.23177 -2.12566  0.412
H 0.13492 1.16738 -3.01712  0.262
H -1.88505 0.83045 -2.47967  0.379
H -1.54279 1.93186 -1.13353  0.303
H -0.78722 -0.93927 -0.43064  -0.223
H -3.12154 0.83364 0.54258  0.392
H -2.32558 -0.61666 1.36850  0.169
H -1.37981 0.92726 1.13693  0.369
H -2.33412 -1.79561 -1.68322  0.311
C -0.94833 -1.26099 4.10397  -0.768
O -0.52833 -0.33981 3.22908  -0.740
H -1.76244 -1.95578 3.75729  0.178
H -0.18349 -1.99198 4.47866  0.183
H -1.38025 -0.88376 5.06853  0.191

Atoms 1-3, force components in eV/Å:
C 0.510 0.784 0.260
B -0.620 0.132 -1.157
O -0.291 -1.544 0.556

Its LUMO energy is 2.98 eV. As for the HOMO-LUMO gap: 0.19098 Ha. For the largest force on an atom, the calculation gives 1.74 eV Å⁻¹. The total charge is -1.

(4)
Below is a structure of composition C7H19HgN2OPS, with properties calculated with ωB97M-V with the def2-TZVPD basis set.

Last column: Mulliken charge in e.
CARTESIAN COORDINATES (ANGSTROEM)
Hg -0.31043 -0.52964 -0.30070  0.631
H 0.95597 2.50098 -0.10936  0.027
H 0.95462 2.44061 -0.85181  -0.043
P -0.42635 -0.92983 -2.75411  0.372
C 0.91727 -1.87271 -3.50908  -1.140
H 0.62650 -2.02825 -4.56755  0.391
H 1.85131 -1.28825 -3.44140  0.315
H 1.02348 -2.83846 -2.98571  0.293
C -1.97955 -1.79732 -3.10033  -1.090
H -2.82504 -1.20745 -2.71203  0.303
H -2.04575 -1.88939 -4.19926  0.391
H -1.95679 -2.79102 -2.62596  0.325
C -0.51284 0.67912 -3.58590  -1.084
H 0.46107 1.19402 -3.48212  0.272
H -0.74058 0.46968 -4.65098  0.370
H -1.31131 1.29053 -3.12309  0.287
C 1.91440 -1.22096 -0.28524  0.080
O 3.00268 -1.56583 -0.18189  -0.220
H -1.97811 0.02020 -0.30261  -0.264
H -0.60101 -2.28454 -0.14844  -0.268
S -0.27482 -1.37550 2.31776  -0.365
C 0.03003 0.16109 3.01774  -0.016
N 1.22721 0.63675 3.40713  -0.119
C 1.14333 1.65007 4.44071  -0.424
C -0.35970 1.95055 4.47695  -0.415
N -0.86587 1.05405 3.45541  -0.115
H 2.07299 0.11451 3.24137  0.223
H 1.73098 2.52742 4.14554  0.265
H 1.50809 1.29315 5.41599  0.253
H -0.57884 2.99046 4.20387  0.268
H -0.78852 1.74839 5.47160  0.252
H -1.86444 0.89754 3.32349  0.246

Atoms 1-3, force components in eV/Å:
Hg -1.873 -0.639 -0.121
H 0.025 0.040 -0.121
H 0.028 0.064 0.123

Its LUMO energy is 0.64 eV. As for the HOMO-LUMO gap: 0.24640 Ha. For the largest force on an atom, the calculation gives 2.75 eV Å⁻¹. For the energy above the lowest of the compared OMol25 structures with the same formula, charge and spin, the calculation gives 0.000 eV.

(5)
Below is a structure of composition C7H19IO2Sr, with properties calculated with ωB97M-V with the def2-TZVPD basis set.

Last column: Mulliken charge in e.
CARTESIAN COORDINATES (ANGSTROEM)
C -1.22417 1.73125 -2.47100  -1.490
C -1.18786 -1.72737 -2.44522  -1.425
H -2.20380 1.99825 -2.05377  0.454
H -1.21517 1.15173 -3.39903  0.412
H -0.38963 2.43127 -2.33187  0.422
H -1.14497 -2.66182 -1.88396  0.466
H -2.19526 -1.35324 -2.68531  0.408
H -0.44596 -1.60761 -3.24657  0.319
Sr -0.74647 0.00369 -0.54020  1.116
C 1.76252 0.05358 -1.92984  -1.059
H 2.07147 -1.00392 -1.97175  0.339
H 2.45376 0.66688 -1.33359  0.307
H 1.59326 0.47271 -2.93250  0.344
I -3.47104 -0.22962 0.95215  -0.636
C -0.44505 2.41447 1.60258  -0.754
O 0.55453 1.52791 1.04106  -0.266
C 1.50054 0.82411 1.88745  -0.511
C 0.89123 -0.52820 2.30686  -0.458
O 0.67642 -1.33212 1.13331  -0.237
C 0.03410 -2.62007 1.28311  -0.767
H -1.05322 2.76791 0.74183  0.260
H 0.00306 3.29925 2.09697  0.276
H -1.07052 1.85058 2.33302  0.341
H 2.42552 0.71486 1.29886  0.230
H 1.71372 1.41434 2.80730  0.373
H 1.59257 -1.02725 2.99142  0.387
H -0.09631 -0.37196 2.79790  0.296
H -1.03272 -2.46732 1.55355  0.335
H 0.51015 -3.23888 2.07568  0.310
H 0.13934 -3.15343 0.32157  0.209

Atoms 1-3, force components in eV/Å:
C 0.767 0.529 -0.219
C 0.657 -0.349 -0.595
H 0.349 -0.089 -0.074

Its LUMO energy is -2.94 eV. As for the HOMO-LUMO gap: 0.15461 Ha. For the largest force on an atom, the calculation gives 1.42 eV Å⁻¹. For the energy above the lowest of the compared OMol25 structures with the same formula, charge and spin, the calculation gives 1.845 eV.

(6)
Below is a structure of composition C7H19MnNO7P, with properties calculated with ωB97M-V with the def2-TZVPD basis set.

Last column: Mulliken charge in e.
CARTESIAN COORDINATES (ANGSTROEM)
Mn -0.67098 -0.13375 -0.11052  1.102
P -2.98559 -0.15523 -0.66633  0.715
O -2.64500 -0.43893 0.74490  -0.434
O -4.55123 -0.23233 -0.47627  -0.745
O -2.00245 -1.12011 -1.36786  -0.670
O -2.16462 1.10512 -0.59686  -0.465
C -0.67504 -2.40568 2.29682  -0.982
O -0.14571 -1.26400 1.75845  0.060
C 0.29285 -0.29689 2.73783  -0.730
C 1.16953 0.76402 2.05489  -0.813
N 0.45902 1.30614 0.90841  0.030
C 1.27719 2.14845 0.08292  -0.963
C 0.50272 2.36275 -1.26863  -0.600
O 0.46138 1.08908 -1.86245  -0.088
C -0.01289 1.31475 -3.24881  -0.999
H 0.04994 -2.95772 2.89495  0.328
H -0.87338 -3.05366 1.44307  0.301
H -1.63890 -2.16329 2.74440  0.322
H 0.91489 -0.69773 3.53814  0.442
H -0.58751 0.17810 3.17080  0.408
H 2.08493 0.25273 1.75705  0.310
H 1.35049 1.61589 2.71039  0.457
H -0.21178 1.97571 1.25740  0.239
H 2.27375 1.76235 -0.13133  0.341
H 1.47236 3.13494 0.50346  0.420
H 1.09786 3.02329 -1.89917  0.607
H -0.43376 2.89415 -1.09916  0.322
H -1.05516 1.62725 -3.31299  0.341
H -0.07590 0.32071 -3.69155  0.300
H 0.56492 1.95300 -3.91730  0.358
C 0.93915 -2.55748 -1.30080  -0.900
O 1.09290 -1.28784 -0.69818  -0.187
H 1.02317 -3.36439 -0.57283  0.278
H -0.02175 -2.62266 -1.81123  0.304
H 1.69072 -2.76605 -2.06221  0.344
H 2.03387 -1.31069 -0.50940  0.245

Atoms 1-3, force components in eV/Å:
Mn 1.599 -1.560 -0.573
P -6.950 -2.171 -1.901
O 1.699 -1.222 7.397

The spin multiplicity is 7. Its LUMO energy (spin up / spin down) is -0.10 / -0.83 eV. As for the HOMO-LUMO gap (spin up / spin down): 0.26955 / 0.25137 Ha. For the largest force on an atom, the calculation gives 7.69 eV Å⁻¹. For the energy above the lowest of the compared OMol25 structures with the same formula, charge and spin, the calculation gives 0.430 eV.

largest force on an atom of number 5 (C7H19IO2Sr)?
1.42 eV Å⁻¹